[1]
{
  "formula": "C18H34AlClFO5P2",
  "method": "the ωB97M-V functional and the def2-TZVPD basis",
  "elements": ["C", "C", "O", "P", "O", "C", "C", "Al", "C", "C", "C", "C", "C", "O", "C", "P", "O", "Cl", "O", "C", "C", "H", "H", "H", "H", "H", "H", "H", "H", "H", "H", "H", "H", "H", "H", "H", "H", "H", "H", "H", "H", "H", "H", "H", "H", "H", "H", "H", "H", "H", "F", "C", "C", "C", "C", "C", "C", "H", "H", "H", "H", "H"],
  "positions_angstrom": [[3.2802, 0.3842, 4.0317], [2.8702, 1.0635, 2.7251], [1.9585, 2.1432, 2.9697], [0.5859, 2.3212, 2.1371], [-0.0247, 3.6375, 2.4162], [1.0526, 2.1390, 0.3989], [0.0613, 1.4734, -0.5841], [-0.1135, -0.5383, -0.5128], [0.6166, -1.4532, -2.1670], [2.1189, -1.7579, -2.0238], [2.9198, -0.5368, -1.5611], [4.4134, -0.5740, -1.8894], [5.0975, 0.7748, -1.6436], [6.1137, 0.6641, -0.6563], [6.1847, 1.6981, 0.2958], [-2.4239, -1.2749, -0.4274], [-2.8870, -0.9449, -2.0268], [-3.3686, 0.3964, 0.4066], [-0.3827, 1.1485, 2.6138], [-0.0685, 0.0900, 3.5242], [-1.2658, -0.8344, 3.6184], [2.5345, 0.6060, 4.8013], [3.3328, -0.7001, 3.9177], [4.2389, 0.7608, 4.3974], [2.4354, 0.3415, 2.0289], [3.7431, 1.5039, 2.2298], [2.0353, 1.6681, 0.3041], [1.1961, 3.2091, 0.1738], [-0.9159, 1.9713, -0.5261], [0.4417, 1.6868, -1.5961], [0.7175, -1.1302, 0.7597], [0.0828, -2.3889, -2.3905], [0.4864, -0.8057, -3.0491], [2.5530, -2.1032, -2.9777], [2.2606, -2.5810, -1.3105], [2.4789, 0.3612, -2.0195], [2.8034, -0.4249, -0.4741], [4.5397, -0.8765, -2.9357], [4.9180, -1.3093, -1.2527], [4.3533, 1.5138, -1.3170], [5.5498, 1.1548, -2.5699], [6.1464, 1.2685, 1.3032], [5.3550, 2.4056, 0.1891], [7.1249, 2.2528, 0.1921], [-2.2049, -1.2996, -2.6048], [0.8000, -0.4676, 3.1721], [0.1680, 0.5279, 4.5009], [-2.1785, -0.2540, 3.7693], [-1.3889, -1.3817, 2.6804], [-1.1363, -1.5456, 4.4380], [-6.1854, -2.1045, 0.0575], [-6.8008, -1.6286, -1.0379], [-7.8126, -2.3853, -1.5986], [-8.4660, -1.8988, -2.7220], [-8.1029, -0.6749, -3.2656], [-7.0805, 0.0607, -2.6799], [-6.4136, -0.4085, -1.5571], [-8.0737, -3.3367, -1.1551], [-9.2615, -2.4799, -3.1712], [-8.6117, -0.2974, -4.1430], [-6.7875, 1.0120, -3.1049], [-5.6133, 0.1587, -1.1014]],
  "atomic_forces_ev_per_a": [[-0.16, 0.26, 0.17], [0.19, 0.03, -0.18], [-0.06, -0.16, 0.17], [-0.36, 0.67, 0.14], [0.35, -0.46, -0.07], [-0.23, 0.15, -0.21], [0.04, 0.07, 0.01], [0.15, 0.21, 0.14], [0.05, 0.05, 0.02], [0.10, -0.09, -0.14], [-0.04, 0.04, 0.03], [-0.07, 0.00, 0.06], [-0.01, 0.15, -0.12], [-0.07, -0.19, 0.15], [0.05, 0.11, 0.02], [-0.14, -0.19, 0.06], [-0.07, -0.20, 0.01], [0.02, 0.23, 0.18], [0.19, -0.32, -0.28], [-0.08, 0.00, 0.17], [-0.07, 0.18, -0.30], [0.08, -0.09, -0.13], [0.10, 0.07, -0.03], [-0.07, -0.09, -0.05], [-0.06, 0.00, 0.06], [-0.07, -0.12, 0.02], [-0.03, -0.03, 0.18], [0.07, -0.20, -0.12], [0.12, -0.09, 0.05], [-0.10, 0.05, 0.10], [-0.03, -0.06, 0.16], [0.03, 0.05, -0.01], [-0.06, -0.04, 0.07], [-0.08, 0.00, 0.09], [0.03, 0.11, -0.04], [0.06, -0.11, 0.02], [-0.07, 0.10, -0.12], [0.06, -0.03, 0.14], [-0.02, -0.02, -0.20], [0.04, -0.08, -0.03], [-0.04, 0.01, 0.06], [0.02, 0.04, -0.08], [0.05, -0.04, 0.04], [-0.07, -0.01, -0.01], [0.18, 0.12, -0.17], [-0.02, -0.01, -0.05], [-0.04, -0.01, -0.08], [0.08, -0.04, 0.12], [0.04, -0.01, 0.08], [0.00, 0.04, -0.06], [0.01, 0.00, 0.01], [-0.02, 0.01, 0.00], [-0.02, -0.02, -0.01], [0.00, 0.01, 0.00], [0.01, 0.00, 0.02], [0.00, -0.01, -0.04], [-0.04, 0.09, -0.05], [0.01, 0.00, 0.01], [0.00, -0.01, 0.00], [0.00, 0.00, 0.00], [0.00, 0.00, 0.01], [0.04, -0.13, 0.04]],
  "nbo_charge": [-0.6414, -0.0799, -0.8264, 2.3948, -1.1029, -0.8116, -0.9789, 1.1769, -0.9822, -0.3752, -0.4052, -0.4220, -0.0499, -0.5567, -0.2410, 0.4424, -1.0041, -0.3726, -0.8218, -0.0486, -0.6248, 0.2246, 0.2138, 0.2049, 0.2009, 0.1761, 0.2171, 0.2352, 0.2313, 0.2040, -0.4498, 0.2002, 0.1969, 0.1687, 0.1930, 0.1923, 0.2095, 0.1916, 0.2146, 0.1649, 0.1609, 0.1740, 0.1721, 0.1660, 0.4812, 0.1815, 0.1669, 0.2212, 0.2282, 0.1994, -0.3175, 0.4078, -0.2939, -0.2042, -0.2445, -0.1894, -0.2722, 0.2207, 0.2052, 0.2056, 0.2127, 0.2597],
  "homo_lumo_gap_ev": 6.73,
  "charge": -1,
  "e_tot_ev": -69874.07259,
  "homo_ha": -0.1485
}


[2]
{
  "formula": "C11H24NOP",
  "method": "the ωB97M-V functional and the def2-TZVPD basis",
  "elements": ["C", "C", "C", "C", "C", "P", "C", "C", "C", "C", "N", "C", "O", "C", "H", "H", "H", "H", "H", "H", "H", "H", "H", "H", "H", "H", "H", "H", "H", "H", "H", "H", "H", "H", "H", "H", "H", "H"],
  "positions_angstrom": [[0.1803, 1.5325, 3.0805], [-0.4565, 0.5177, 3.0197], [-1.3146, -0.6680, 2.9031], [-2.4854, -0.4745, 1.9085], [-2.2511, -1.1566, 0.5521], [-0.7328, -0.5621, -0.3703], [-1.2516, 1.2663, -0.3233], [-0.3479, 2.0897, -1.2784], [1.0925, 2.2608, -0.7502], [2.2468, 1.9516, -1.7493], [2.0138, 0.8913, -2.7380], [-0.0693, -2.3526, -0.6385], [1.2423, -2.2037, -1.1692], [2.2477, -2.7845, -0.3549], [0.9167, 2.2823, 2.9823], [-1.7478, -0.8233, 3.8890], [-0.6746, -1.5002, 2.6145], [-2.7844, 0.5655, 1.8187], [-3.3417, -0.9816, 2.3605], [-3.1233, -1.0034, -0.0852], [-2.1775, -2.2310, 0.7247], [0.5399, -0.2692, 0.2095], [-0.8411, -0.4858, -1.8037], [-1.1084, 1.6857, 0.6773], [-2.3093, 1.3661, -0.5867], [-0.8157, 3.0705, -1.3765], [-0.4194, 1.6187, -2.2625], [1.1973, 3.3171, -0.4855], [1.2496, 1.7205, 0.1814], [2.5746, 2.8356, -2.2930], [3.0920, 1.6109, -1.1458], [1.5168, 1.2684, -3.5363], [1.3829, 0.1928, -2.3583], [-0.1085, -2.9684, 0.2667], [-0.6720, -2.8055, -1.4374], [2.0218, -2.6560, 0.7077], [3.1894, -2.2726, -0.5443], [2.3287, -3.8450, -0.6088]],
  "atomic_forces_ev_per_a": [[0.24, -0.55, -0.23], [-0.19, 0.04, -0.13], [-0.10, 1.05, 0.02], [-0.19, -0.78, 0.07], [0.20, 0.27, 0.32], [-0.60, -0.18, -0.46], [0.80, 0.30, 0.16], [-0.78, -0.26, 0.54], [0.07, 0.67, -0.70], [-0.09, -0.75, 0.30], [-0.31, 0.21, -0.05], [-0.16, 0.32, -0.58], [0.07, 0.10, 0.53], [-0.14, 0.17, -0.23], [0.04, 0.48, 0.20], [0.16, -0.39, 0.11], [-0.18, -0.29, 0.13], [0.25, 0.13, -0.06], [-0.09, 0.03, -0.07], [0.07, 0.12, -0.13], [0.08, -0.04, -0.08], [-0.10, 0.03, 0.10], [0.11, -0.02, 0.14], [-0.19, -0.12, 0.04], [0.03, -0.04, -0.12], [0.09, 0.06, -0.19], [0.35, 0.08, -0.09], [0.09, -0.04, 0.17], [-0.08, -0.22, -0.07], [-0.10, 0.12, 0.05], [0.12, 0.25, -0.01], [0.05, 0.05, -0.05], [0.29, -0.24, 0.07], [0.20, -0.07, -0.05], [-0.17, -0.21, 0.28], [-0.03, -0.12, 0.01], [0.03, -0.06, -0.20], [0.17, -0.07, 0.24]],
  "nbo_charge": [-0.2701, 0.0169, -0.4975, -0.3834, -0.7123, 1.0334, -0.7513, -0.4190, -0.4340, -0.2151, -0.8265, -0.4076, -0.5677, -0.2412, 0.2375, 0.2416, 0.2309, 0.2242, 0.2103, 0.2428, 0.2180, -0.0486, -0.0604, 0.2195, 0.2061, 0.2093, 0.1953, 0.2087, 0.2028, 0.1854, 0.1825, 0.3440, 0.3551, 0.1641, 0.1797, 0.1620, 0.1933, 0.1712],
  "homo_lumo_gap_ev": 8.56,
  "smiles": "C#CCCC[PH2](CCCCN)COC",
  "e_above_lowest_kj_mol": 0.0,
  "e_tot_ev": -24617.56811,
  "homo_ha": -0.2836
}